1.
# C5H35NO14

A 14-piece molecular cluster, C5H35NO14 overall (wB97M-V/def2-TZVPD, the OMol25 dataset).

```
55
Properties=species:S:1:pos:R:3:forces:R:3:mulliken_charge:R:1
O 0.7150 2.6362 -2.8309 -3.3 -1.0 0.8 -0.624
O -1.3259 -1.9645 1.5448 -1.4 -1.7 1.6 -0.832
H 0.8877 1.9341 -0.5093 -1.3 -1.7 -0.3 0.325
H -1.0987 0.5955 1.0989 -0.2 1.1 -2.2 -0.267
H 2.8631 0.8262 -2.3107 0.3 0.2 0.3 0.537
H 2.3142 0.1041 -0.1347 -1.6 -0.1 1.3 0.171
C 1.2773 0.0877 0.3760 1.9 -0.4 0.3 0.287
H 1.4319 2.3332 -2.2941 1.5 -0.7 0.7 0.441
C -1.9416 1.5062 -0.7934 -1.5 -0.2 1.4 -0.693
O -1.3773 -1.6168 -2.8486 -0.4 2.6 -2.7 -0.775
H -1.2722 1.7302 2.9373 -2.9 1.3 -3.0 0.227
H -1.0047 0.5347 3.8433 -0.9 -1.5 0.1 0.422
O -2.5861 -1.0683 -0.6812 -3.3 -0.5 3.7 -0.433
H 1.4805 -0.0191 -3.2841 -0.2 -0.2 -0.6 0.474
H 4.6145 1.7324 0.4970 -2.8 -1.8 0.0 0.318
H -2.0510 -1.7642 3.7425 0.7 2.3 0.8 0.276
H 1.6924 -1.2552 -2.3931 0.8 0.9 -0.4 0.321
H -1.8424 -0.8714 -1.1602 2.4 0.5 -2.7 0.411
H 1.1077 -1.1899 2.4456 0.0 0.6 0.8 0.157
H -2.9560 1.7624 -0.4255 0.6 -0.4 0.0 0.221
H -1.5727 -1.4310 0.7971 -0.7 0.2 -0.8 0.286
C 1.0101 -1.3900 0.4540 0.9 0.4 1.5 -0.302
O 0.0106 0.4243 -4.0486 -0.5 0.1 3.4 -0.626
O -0.4877 -4.3694 0.6775 -0.4 0.8 -1.2 -0.707
H -0.3623 -4.1369 -0.2628 0.6 -1.1 0.1 0.443
H -0.8295 -0.9642 -3.4201 -1.1 -1.4 1.2 0.446
H 2.5855 2.4219 3.6192 2.5 1.6 6.9 0.225
H -2.1472 -2.4896 1.7729 1.1 1.2 -0.7 0.381
H -1.9033 1.6058 -1.8685 0.8 0.3 0.0 0.198
C 0.3908 0.8741 -0.5587 1.7 0.7 0.3 2.823
H -0.0232 0.6693 -4.9147 -0.1 0.5 -4.1 0.241
H 1.3762 2.0366 2.9013 -1.4 -0.3 0.3 0.248
O 3.6660 1.2711 0.5971 5.0 1.7 -1.7 -0.659
O 2.1886 -0.5495 -2.8941 -0.4 -1.5 0.8 -0.799
H -4.5493 0.0471 2.0215 -1.4 0.8 -0.6 0.206
N 1.2900 -1.8387 1.7278 0.3 -0.4 -1.9 -0.333
H 3.1780 1.9377 -1.2333 0.3 -0.4 0.6 0.409
O 3.0473 1.7863 -2.1691 0.1 0.3 -0.4 -0.813
H 3.4009 1.7450 1.3594 -1.4 0.7 1.8 0.339
H -0.7832 -2.1454 -2.3816 1.8 -1.4 1.1 0.264
H 1.1217 3.2428 -3.3692 1.4 2.4 -2.2 0.283
O -1.9985 -0.7883 4.0254 -3.2 -2.2 -0.9 -0.715
H -3.2690 -0.1722 1.0638 -0.6 0.1 -0.4 0.306
H 0.5633 0.4452 -1.6104 -0.8 0.8 1.7 -1.627
H 1.3829 0.4614 1.4808 -0.2 -0.2 -2.4 -0.262
O 0.7329 -2.0716 -0.5217 -0.1 -0.2 -0.3 -0.587
H -3.2361 -1.5147 -1.1964 -0.2 -0.6 -0.9 0.192
H -2.9150 -0.4992 3.6300 2.6 -0.4 0.8 0.375
C -1.0048 0.9480 -0.0202 0.1 0.9 0.4 -0.343
O -3.6858 -0.2891 1.9268 1.5 -0.8 0.8 -0.559
O -0.7405 1.3931 3.5692 4.3 0.8 2.7 -0.638
H -0.0293 1.3189 -3.6111 0.3 -0.4 0.3 0.299
H 1.1713 -2.7970 1.9715 -0.3 -0.6 -0.2 0.377
H -0.8009 -3.4550 0.8346 0.1 -0.3 1.1 0.247
O 2.2935 2.2402 2.8312 -1.3 -1.2 -6.9 -0.584
```
Forces are in eV/Å.

Properties
- 2S+1 = 1
- gap between HOMO and LUMO (eV) = 9.636
- ΔE to the lowest compared entry with this formula, charge and spin (kJ/mol) = 451.2
- total charge = 0
- molecular weight (g/mol) = 333.3
- E_LUMO (eV) = 0.2

2.
# C5H11IN3

An isolated ion of composition C5H11IN3 and charge +1 (wB97M-V/def2-TZVPD, the OMol25 dataset).

```
20
Properties=species:S:1:pos:R:3:forces:R:3:mulliken_charge:R:1
N 0.8015 -0.3576 0.4614 -0.7 -1.1 1.5 0.687
C 1.6999 -1.5050 0.6947 1.3 -0.9 -1.1 -0.833
H -1.0236 -2.5375 0.7247 -0.3 1.0 -0.5 0.322
H -2.4066 -1.5825 1.1633 -0.6 0.2 0.2 0.399
H 2.8154 -1.2139 0.7744 -2.0 0.0 0.2 0.298
C -1.0395 0.9170 0.3057 0.0 0.0 0.4 -0.368
C -0.6136 -0.3515 0.9493 0.2 -0.8 -2.7 0.102
H -1.9838 1.3604 0.6025 0.1 0.4 -0.6 0.456
H -0.6600 -0.2667 1.9933 0.3 0.2 1.7 0.286
I 1.3119 -0.4277 -2.6056 -0.2 0.0 -0.4 0.048
H 0.8419 3.0296 -0.6327 -1.5 0.9 -0.6 0.351
N 1.0607 0.5715 -0.4294 -0.1 0.7 -0.7 -1.067
H 1.7623 -2.2781 -0.2421 -0.8 1.8 2.1 0.288
H -1.8603 -1.4411 -0.5692 0.5 -0.5 1.5 0.339
H 0.5702 2.5453 -2.2791 -1.7 -0.9 2.2 0.241
H 1.3243 -1.9707 1.6524 0.7 0.3 -1.2 0.339
H -0.8963 3.0848 -1.3767 -2.3 1.5 0.2 0.353
C -1.5490 -1.5629 0.5212 1.2 0.1 -1.1 -1.072
C -0.0169 2.5937 -1.2303 5.9 0.1 -1.3 -0.708
N -0.1386 1.3930 -0.4776 0.1 -2.9 0.3 0.538
```
Forces are in eV/Å.

Properties
- 2S+1 = 1
- gap between HOMO and LUMO (alpha / beta) (eV) = 7.015 / 7.092
- ΔE to the lowest compared entry with this formula, charge and spin (kJ/mol) = 474.8
- SMILES = C[C@@H]1C=[N+](C)N(I)N1C
- total charge = +1
- molecular weight (g/mol) = 240.1
- E_LUMO (alpha / beta) (eV) = -5.3 / -5.3

3.
# C5H11NO

An isolated molecule of C5H11NO (wB97M-V/def2-TZVPD, the OMol25 dataset).

```
18
Properties=species:S:1:pos:R:3:forces:R:3:mulliken_charge:R:1
H -1.6011 -0.9964 1.4593 0.1 0.0 0.0 0.315
O -1.8159 1.6294 1.0944 0.2 0.1 0.1 -0.530
C -2.0343 0.6430 0.1104 -0.3 -0.2 -0.3 -0.441
H -1.6413 0.9700 -0.8650 -0.2 0.0 0.1 0.239
H 1.5136 1.0435 -1.2725 0.1 -0.1 -0.1 0.299
C 1.2684 -0.7761 -0.2098 0.1 -0.1 -0.2 -0.055
C 1.6284 -0.0271 -1.4676 0.1 0.1 -0.1 -1.273
H -1.5102 -1.4261 -0.2666 0.0 0.0 0.1 0.295
H 0.9027 -0.2892 -2.2471 0.2 0.0 0.0 0.252
H 1.4802 -1.8515 -0.2038 -0.1 0.1 0.0 0.362
H 2.6348 -0.2293 -1.8413 0.0 0.0 0.1 0.379
C -1.2938 -0.6423 0.4685 -0.2 -0.1 0.0 -0.543
N 0.0933 -0.3035 0.3964 -0.1 0.4 -0.1 0.172
C 1.2636 -0.1335 1.1611 0.3 0.1 0.2 -0.604
H -0.8541 1.7194 1.1559 -0.2 0.1 0.0 0.281
H 1.4868 -0.7694 2.0189 -0.1 -0.1 -0.1 0.256
H -3.1134 0.5101 0.0223 0.0 -0.1 0.1 0.392
H 1.6092 0.8964 1.2684 0.1 -0.1 0.0 0.202
```
Forces are in eV/Å.

Properties
- 2S+1 = 1
- gap between HOMO and LUMO (eV) = 9.592
- ΔE to the lowest compared entry with this formula, charge and spin (kJ/mol) = 260.7
- SMILES = C[C@H]1CN1CCO
- total charge = 0
- molecular weight (g/mol) = 101.1
- E_LUMO (eV) = 1.0

4.
# C2H5IO2S

An isolated molecule of C2H5IO2S (wB97M-V/def2-TZVPD, the OMol25 dataset).

```
11
Properties=species:S:1:pos:R:3:forces:R:3:mulliken_charge:R:1
H 0.0553 -1.3842 0.1316 0.9 -1.7 0.9 0.113
H -1.4465 1.1333 0.1402 -0.7 0.3 -0.3 0.287
C -0.9400 0.3487 0.6673 2.1 1.0 -1.0 -0.474
O 2.4729 0.2922 -1.2937 0.3 0.6 -2.2 -0.552
H -1.3161 0.3133 1.6425 -0.4 -0.5 1.6 0.445
H -1.7049 -1.4769 -0.0739 -0.3 -0.5 -0.8 0.334
C -0.8089 -0.8996 -0.1791 0.0 2.3 -0.4 -0.914
S 0.7343 1.2741 0.6772 -1.6 -0.8 1.4 0.337
H -0.4525 -0.4898 -1.1497 -1.1 -0.8 0.0 0.388
I 2.5819 -0.7312 0.1680 0.4 -0.7 1.8 0.400
O 0.8246 1.6202 -0.7303 0.5 0.8 -1.1 -0.365
```
Forces are in eV/Å.

Properties
- 2S+1 = 1
- gap between HOMO and LUMO (alpha / beta) (eV) = 7.307 / 7.304
- ΔE to the lowest compared entry with this formula, charge and spin (kJ/mol) = 313.5
- total charge = 0
- molecular weight (g/mol) = 220.0
- E_LUMO (alpha / beta) (eV) = -1.3 / -1.4

5.
# C2H3N3O

A 2-piece molecular cluster, C2H3N3O overall (wB97M-V/def2-TZVPD, the OMol25 dataset).

```
9
Properties=species:S:1:pos:R:3:forces:R:3:mulliken_charge:R:1
N -1.0436 0.9696 0.1857 0.2 0.2 0.0 -0.691
H -1.3407 1.7976 0.7106 0.0 0.0 0.0 0.221
H -2.2635 -1.1488 -0.3652 0.1 -0.1 0.0 0.254
C 1.2349 0.2466 0.5968 -0.5 0.4 -0.1 0.206
C -1.3389 -1.6810 -0.4017 1.1 -0.7 -0.1 0.151
N -0.3166 -2.2188 -0.4414 -1.1 0.6 0.0 -0.401
O 2.4482 0.3571 0.0843 -0.1 0.0 -0.1 -0.386
N 0.1835 0.8181 0.3780 0.4 -0.3 0.2 0.344
H 2.4366 0.8595 -0.7471 0.0 0.0 0.1 0.302
```
Forces are in eV/Å.

Properties
- 2S+1 = 1
- gap between HOMO and LUMO (alpha / beta) (eV) = 9.081 / 9.082
- ΔE to the lowest compared entry with this formula, charge and spin (kJ/mol) = 432.0
- total charge = 0
- molecular weight (g/mol) = 85.1
- E_LUMO (alpha / beta) (eV) = -0.1 / -0.1

6.
# C3H6N2O2

An isolated molecule of C3H6N2O2 (wB97M-V/def2-TZVPD, the OMol25 dataset).

```
13
Properties=species:S:1:pos:R:3:forces:R:3:mulliken_charge:R:1
H 1.2270 1.2218 1.8107 -0.2 -0.3 0.0 0.285
C 1.1913 -0.4866 -0.1976 0.0 0.5 0.8 0.781
H 0.6250 2.2351 0.7114 -0.1 -0.1 -0.2 0.247
N 0.1774 0.3099 0.4313 0.8 0.3 -0.5 0.396
O 2.3083 -0.6110 0.2826 -0.4 0.0 -0.3 -0.638
H -1.3110 -1.2054 0.4368 -0.1 0.1 0.2 0.380
O -2.0183 0.6744 -0.1193 0.3 -0.2 0.2 -0.449
C 0.4868 -1.1054 -1.2765 -0.8 0.1 0.3 -1.072
N 0.3843 1.4204 1.2700 0.1 0.1 0.2 -0.825
H 0.0219 -0.4679 -2.0164 0.1 0.1 0.0 0.306
C -1.0338 -0.2042 0.1377 0.3 -0.6 -0.4 -0.086
H -2.8698 0.3019 0.1455 0.1 0.0 -0.2 0.375
H 0.8110 -2.0829 -1.6161 0.0 0.0 -0.1 0.300
```
Forces are in eV/Å.

Properties
- 2S+1 = 1
- gap between HOMO and LUMO (alpha / beta) (eV) = 8.474 / 8.473
- ΔE to the lowest compared entry with this formula, charge and spin (kJ/mol) = 441.4
- total charge = 0
- molecular weight (g/mol) = 102.1
- E_LUMO (alpha / beta) (eV) = 0.3 / 0.3